# 1
15
Properties=species:S:1:pos:R:3 method="wB97M-V/def2-TZVPD" gap_ha=0.4249 e_above_lowest_ev=0.705 homo_energy_ha=-0.385 e_tot_ha=-656.07189 smiles=ClCC1CCC1
Cl 2.54 -0.75 0.06
C -0.48 -0.39 -1.05
C -0.50 -0.15 1.07
C -1.43 -0.79 0.04
C 0.16 0.65 -0.07
C 1.68 0.81 -0.07
H -1.69 -1.82 0.17
H 0.17 -1.19 -1.24
H 0.14 -0.94 1.51
H -0.93 0.37 1.94
H -0.90 0.11 -1.92
H 1.98 1.15 -1.05
H -2.41 -0.23 0.03
H -0.34 1.64 -0.12
H 1.98 1.54 0.71



# 2
17
Properties=species:S:1:pos:R:3 method="wB97M-V/def2-TZVPD" gap_ha=0.3738 e_above_lowest_ev=2.732 homo_energy_ha=-0.341 e_tot_ha=-810.62400 smiles=CN[C@H]1C[C@](F)(Cl)C1
Cl -0.54 1.00 2.99
F -1.77 0.66 0.74
N 0.75 -0.43 -1.42
C 0.09 -0.89 1.11
C 0.95 -0.17 -0.06
C -0.51 0.53 1.26
C 0.61 1.21 0.41
C -0.70 -0.34 -1.78
H -0.86 -0.89 -2.76
H 0.67 -1.12 1.97
H 2.09 -0.37 0.13
H 1.35 1.45 1.10
H -0.71 -1.68 1.00
H -1.64 -0.54 -0.91
H 0.12 2.05 -0.23
H 1.00 -1.35 -1.50
H -0.90 0.88 -2.04



# 3
21
Properties=species:S:1:pos:R:3 method="wB97M-V/def2-TZVPD" gap_ha=0.3111 e_above_lowest_ev=2.610 homo_energy_ha=-0.437 e_tot_ha=-1049.83048 total_charge=+1
Cl -2.12 -3.20 0.17
F 1.67 -1.68 0.21
O -1.50 0.32 -1.41
N 1.99 1.76 1.19
N 2.40 2.57 3.41
N -2.04 -1.59 -0.20
N -0.24 -1.66 -1.85
C 2.04 -0.63 1.08
C 1.90 0.59 0.56
C -2.69 1.08 -0.92
C 2.31 2.16 2.28
C -1.33 -1.02 -1.05
H -2.52 1.48 -0.01
H -2.75 1.96 -1.54
H -3.49 0.34 -0.99
H 2.56 -0.96 1.87
H -0.13 -1.17 -2.74
H 2.56 3.51 3.66
H 1.19 0.59 -0.36
H -0.41 -2.63 -2.11
H 0.60 -1.82 -1.24



# 4
21
Properties=species:S:1:pos:R:3 method="wB97M-V/def2-TZVPD" gap_ha="0.2309 / 0.2289" spin_multiplicity=3 e_above_lowest_ev=0.000 homo_energy_ha="-0.644 / -0.660" e_tot_ha=-2686.65028 total_charge=+2 s2=2.13
I -0.97 -3.34 0.71
I -1.38 -0.64 -2.96
V -1.55 -0.92 0.19
Cl -2.56 1.07 0.49
P 0.57 0.22 0.02
O -1.29 -0.79 3.32
O -4.19 -0.72 -1.42
C 0.65 1.99 -0.50
C 1.62 0.29 1.47
C -3.11 -1.06 -1.15
C -1.55 -0.83 2.17
C 1.48 -0.67 -1.26
H 0.11 2.61 0.23
H 2.64 0.46 1.11
H 1.55 -0.64 2.02
H 2.40 -0.13 -1.43
H 0.12 2.13 -1.45
H 1.71 2.27 -0.58
H 0.85 -0.68 -2.16
H 1.58 -1.70 -0.93
H 1.30 1.11 2.11



# 5
16
Properties=species:S:1:pos:R:3 method="wB97M-V/def2-TZVPD" gap_ha=0.3809 e_above_lowest_ev=0.695 homo_energy_ha=-0.560 e_tot_ha=-710.55804 smiles="C[N+]1=C(Cl)CCC1" total_charge=+1
Cl 2.79 0.12 0.20
N 0.17 -0.74 0.00
C 0.39 -2.17 -0.12
C 0.59 1.63 -0.01
C -1.18 -0.09 0.12
C 1.12 0.29 0.08
C -0.93 1.42 -0.05
H -1.11 1.86 -1.07
H 0.87 2.26 -0.81
H 1.31 -2.55 0.29
H -1.46 -0.49 1.04
H 0.34 -2.42 -1.14
H -0.24 -2.57 0.56
H -1.58 1.85 0.77
H -1.94 -0.58 -0.65
H 0.86 2.18 0.80



# 6
17
Properties=species:S:1:pos:R:3 method="wB97M-V/def2-TZVPD" gap_ha=0.3608 e_above_lowest_ev=2.578 homo_energy_ha=-0.327 e_tot_ha=-765.53533 smiles="C=NN1CC(CCl)C1"
Cl 1.02 2.47 2.47
N -1.53 -0.44 -1.56
N -0.55 0.14 -0.73
C -0.97 0.65 0.53
C 1.36 1.31 1.17
C 0.35 0.19 1.14
C 0.53 -0.69 -0.16
C -1.12 -1.43 -2.26
H 1.48 -0.72 -0.68
H -1.85 -1.99 -2.88
H 2.36 1.00 1.40
H 1.35 1.72 0.18
H 0.31 -0.45 2.05
H 0.28 -1.78 0.08
H -0.07 -1.78 -2.33
H -1.12 1.75 0.66
H -1.81 0.05 0.92



# 7
17
Properties=species:S:1:pos:R:3 method="wB97M-V/def2-TZVPD" gap_ha=0.3376 e_above_lowest_ev=4.899 homo_energy_ha=-0.329 e_tot_ha=-765.45005 smiles="C=C(Cl)/C(=N/C)NC"
Cl 0.33 1.70 -1.38
N 0.54 -1.13 1.24
N -1.19 -0.18 -0.20
C -2.32 -0.05 0.64
C 0.18 -0.48 0.23
C 1.09 0.41 -0.45
C 2.35 -0.12 -0.73
C -0.48 -1.93 1.88
H -1.15 0.34 -0.95
H -3.36 -0.25 -0.04
H -2.50 1.04 1.32
H 0.27 -2.54 2.56
H -1.21 -2.50 1.15
H 2.89 0.50 -1.35
H -2.26 -1.06 1.45
H 2.56 -0.95 -0.02
H -1.20 -1.37 2.55



# 8
18
Properties=species:S:1:pos:R:3 method="wB97M-V/def2-TZVPD" gap_ha=0.4016 e_above_lowest_ev=1.435 homo_energy_ha=-0.526 e_tot_ha=-820.09342 smiles="C[C@]1(Cl)N=CCNC1=[NH2+]" total_charge=+1
Cl 2.33 0.02 0.91
N -1.23 -0.15 0.89
N 0.84 -1.27 -0.60
N -0.23 1.90 1.06
C -1.39 -1.46 0.37
C -0.32 0.69 0.60
C 0.96 0.04 -0.31
C 1.25 0.78 -1.51
C -0.19 -1.96 -0.32
H -2.22 -1.54 -0.19
H 1.74 1.85 -1.43
H -0.90 2.15 1.69
H 1.91 0.33 -2.22
H -1.89 0.31 1.51
H -1.55 -2.15 1.27
H 0.40 0.93 -2.20
H 0.58 2.57 1.00
H -0.08 -3.06 -0.52



| no. | molecular weight (Da) |
| --- | --- |
| 1 | 104.6 |
| 2 | 137.6 |
| 3 | 195.6 |
| 4 | 472.3 |
| 5 | 118.6 |
| 6 | 132.6 |
| 7 | 132.6 |
| 8 | 146.6 |